Density functional theory data (the ωB97M-V functional and the def2-TZVPD basis) for C28H42CaNO24 as an isolated structure.

* HOMO-LUMO gap: 2.32 eV
* total energy: -3629.648246 Ha
* HOMO level: -9.22 eV

The geometry in ORCA input format:
```
! RIJCOSX wB97M-V def2-TZVPD def2/J DEFGRID3
* xyz 1 1
Ca 24.25000 -21.08990 6.68527
O 21.47733 -17.48390 9.35666
O 25.71405 -19.84929 12.70213
O 20.28276 -24.19974 13.19580
O 32.34864 -17.49001 7.30572
O 24.27909 -14.58465 4.69190
O 25.02551 -19.62909 14.91389
O 29.69781 -27.52705 8.16829
O 27.61055 -22.37073 -1.42348
O 23.53859 -12.42512 4.36601
O 26.42447 -20.57136 -1.91883
O 28.43409 -25.58143 7.68939
O 26.50982 -18.18968 14.04437
O 18.47189 -23.68708 12.05695
O 20.82169 -17.11006 11.30396
O 21.71642 -27.35947 -0.15699
O 30.35660 -18.53142 6.64169
O 20.47476 -23.63443 10.99637
O 22.49567 -28.98470 1.19575
O 31.48352 -17.00538 5.29967
O 22.04812 -26.88278 2.13855
O 25.05193 -12.85292 5.85366
O 30.63601 -25.57983 7.86341
O 19.99099 -15.88747 9.75346
O 26.29942 -21.35256 0.13003
N 20.76140 -16.78392 10.13657
C 22.60264 -29.54179 -0.14489
C 25.65615 -16.33278 15.31616
C 31.14277 -27.67341 8.45442
C 34.62152 -17.69761 6.55500
C 28.08800 -21.80205 -2.62115
C 27.29515 -19.77078 -3.91468
C 32.88757 -25.77866 8.67874
C 24.31301 -13.35651 4.98245
C 26.00214 -10.74450 6.17823
C 19.83219 -23.75036 12.02043
C 21.97596 -28.55197 -1.00151
C 22.08926 -30.91473 -0.17056
C 26.29413 -17.71960 15.37955
C 19.64615 -23.81599 15.47153
C 19.23304 -24.40118 14.04647
C 25.41782 -18.79583 15.98298
C 22.01963 -27.64848 1.16054
C 26.74169 -21.48323 -1.02628
C 18.15539 -23.59118 13.39423
C 24.70499 -11.53714 6.12441
C 31.77527 -26.42608 7.83603
C 32.72647 -16.31713 5.30684
C 33.39273 -16.76499 6.68392
C 26.88210 -21.01314 -3.16001
C 31.28153 -17.74217 6.45058
C 25.73791 -19.31927 13.81353
C 23.66655 -11.23489 5.06085
C 29.50721 -26.18880 7.82419
H 19.01501 -25.45803 14.20016
H 25.41730 -16.19655 16.37090
H 34.36645 -18.49683 5.85909
H 20.54862 -24.31076 15.83048
H 23.66237 -29.69328 -0.35013
H 33.56193 -15.93808 7.37363
H 24.10973 -10.44536 4.45394
H 29.03505 -21.28094 -2.48097
H 21.87426 -31.24934 -1.18541
H 28.28285 -19.36478 -3.69625
H 31.98813 -26.48802 6.76881
H 31.33864 -27.73157 9.52510
H 27.19716 -17.72086 15.98999
H 26.05789 -9.73270 5.77667
H 21.12535 -30.99484 0.33198
H 28.28873 -22.78592 -3.04518
H 24.43489 -18.43092 16.28096
H 26.41355 -15.65528 14.92191
H 33.08635 -24.78196 8.28478
H 35.59111 -17.24604 6.34502
H 18.96790 -23.77787 16.32395
H 34.73871 -18.25302 7.48553
H 32.52113 -25.60440 9.69039
H 32.69466 -15.23767 5.15906
H 25.94040 -19.36425 16.75233
H 22.56676 -28.21764 -1.85433
H 22.78410 -10.87641 5.59083
H 18.02735 -22.58750 13.79962
H 24.67441 -16.35677 14.84318
H 33.46140 -16.60168 4.55384
H 26.89895 -11.15259 5.71209
H 33.75616 -26.43445 8.61888
H 24.13901 -11.35185 7.03734
H 17.12503 -23.94679 13.39447
H 26.95503 -19.90051 -4.94210
H 31.62382 -28.60995 8.17230
H 21.03517 -28.86601 -1.45361
H 19.96866 -22.77889 15.37923
H 22.90852 -31.55943 0.14766
H 26.16064 -21.65569 -3.66472
H 26.25315 -10.54423 7.21986
H 26.59221 -19.01241 -3.56994
*
```